1.
{"formula": "C30H59ClNO9S", "method": "ωB97M-V/def2-TZVPD", "homo_energy_ev": -2.306, "orbital_gap_ha": 0.12047, "total_charge": -1, "species": ["C", "C", "O", "N", "C", "C", "C", "C", "C", "C", "C", "C", "C", "S", "O", "O", "Cl", "O", "C", "C", "C", "O", "H", "H", "H", "H", "H", "H", "H", "H", "H", "H", "H", "H", "H", "H", "H", "H", "H", "H", "H", "H", "H", "H", "H", "H", "H", "H", "H", "C", "C", "C", "O", "C", "H", "H", "H", "H", "H", "H", "H", "H", "C", "C", "C", "O", "C", "H", "H", "H", "H", "H", "H", "H", "H", "C", "C", "C", "O", "C", "H", "H", "H", "H", "H", "H", "H", "H", "C", "C", "C", "O", "C", "H", "H", "H", "H", "H", "H", "H", "H"], "positions_angstrom": [[9.8142, -0.6393, 0.2333], [9.2647, -2.2103, 0.0670], [9.3532, -2.9646, 1.1706], [8.7739, -2.6582, -1.2915], [7.2670, -2.7296, -1.3847], [6.5421, -3.6549, -0.2378], [4.9600, -3.9174, -0.6866], [4.0245, -2.5741, -0.5343], [2.5022, -2.7644, -1.1876], [2.5127, -1.7763, -2.5252], [1.0346, -1.7746, -3.2787], [0.4090, -0.2561, -3.3862], [-0.1163, 0.3720, -1.9659], [0.1630, 2.2621, -1.9926], [-0.6603, 2.8318, -3.1831], [1.6786, 2.5781, -2.2226], [-0.5362, 3.1896, -0.2177], [1.5927, -2.2536, -0.1503], [0.4270, -3.1503, -0.0561], [0.1480, -3.7061, 1.4872], [-0.0340, -2.4872, 2.5684], [-1.1397, -4.4457, 1.4589], [10.0703, -0.3789, 1.3679], [10.8630, -0.6117, -0.3342], [9.0978, 0.1486, -0.2532], [9.2488, -3.5229, -1.6338], [7.0258, -3.2556, -2.4292], [6.7294, -1.6766, -1.4423], [6.4944, -3.0906, 0.8012], [7.1153, -4.6715, -0.0263], [4.5244, -4.7701, 0.0241], [4.8909, -4.3498, -1.7917], [4.5516, -1.7053, -1.1256], [3.8889, -2.3545, 0.6175], [3.3432, -2.1254, -3.2937], [2.8253, -0.6906, -2.1441], [1.1793, -2.1725, -4.3824], [0.2487, -2.4829, -2.7588], [-0.5033, -0.1712, -4.1504], [1.2659, 0.4232, -3.8612], [0.3756, -0.1165, -1.0232], [-1.2721, 0.2042, -1.8930], [0.6245, -4.1144, -0.7193], [-0.5073, -2.5404, -0.4409], [1.0157, -4.4225, 1.8090], [-0.1438, -1.4319, 2.0579], [0.8665, -2.4632, 3.3272], [-0.9944, -2.7454, 3.2257], [-1.7658, -4.0163, 0.7999], [-4.8179, -0.2920, 4.2713], [-4.6198, -0.6347, 5.7253], [-3.5622, -1.7145, 5.6551], [-2.7570, -1.4340, 4.5017], [-3.4153, -0.4276, 3.7202], [-5.2460, 0.7002, 4.1079], [-5.4770, -1.0321, 3.8020], [-4.2282, 0.2376, 6.2618], [-5.5328, -0.9637, 6.2280], [-4.0121, -2.7032, 5.5161], [-2.9303, -1.7410, 6.5476], [-2.8525, 0.5053, 3.8346], [-3.4047, -0.7144, 2.6650], [2.8385, 5.1156, -0.6020], [3.6464, 6.3160, -0.1809], [4.9412, 5.6814, 0.2776], [5.1196, 4.4903, -0.5011], [3.8974, 4.2151, -1.1996], [2.0341, 5.3513, -1.3033], [2.3961, 4.6380, 0.2803], [3.8327, 6.9603, -1.0483], [3.1678, 6.9179, 0.5957], [4.8884, 5.3871, 1.3312], [5.8026, 6.3419, 0.1427], [4.0597, 4.4427, -2.2588], [3.6490, 3.1545, -1.1045], [-8.3316, -0.3753, 0.7121], [-7.9532, -1.7123, 0.1290], [-6.4866, -1.8109, 0.4883], [-6.3091, -1.0886, 1.7147], [-7.5008, -0.3345, 1.9760], [-9.4023, -0.2659, 0.9021], [-8.0194, 0.4274, 0.0335], [-8.5153, -2.5084, 0.6314], [-8.1354, -1.7909, -0.9458], [-5.8581, -1.3366, -0.2728], [-6.1557, -2.8453, 0.6191], [-8.0239, -0.8151, 2.8100], [-7.2352, 0.6843, 2.2712], [-3.9910, 4.4173, -1.9673], [-3.9132, 3.6959, -3.2880], [-4.6242, 2.3959, -2.9812], [-5.6047, 2.6851, -1.9752], [-5.3528, 3.9989, -1.4577], [-3.8821, 5.5015, -2.0517], [-3.2094, 4.0449, -1.2944], [-4.4695, 4.2552, -4.0494], [-2.8923, 3.5488, -3.6495], [-3.9332, 1.6522, -2.5703], [-5.1142, 1.9684, -3.8607], [-6.1384, 4.6627, -1.8349], [-5.4053, 3.9815, -0.3656]], "forces_ev_per_a": [[0.639, -0.696, -0.307], [0.781, -1.955, 4.752], [-0.478, 3.904, -6.811], [0.407, 0.786, 1.886], [-1.529, -1.221, -0.524], [-0.967, 0.307, 0.163], [0.027, -0.433, 0.426], [-0.583, -0.709, -0.522], [2.892, 0.595, -0.921], [-0.507, -0.167, 1.061], [0.043, 0.392, -0.068], [0.376, 0.794, -1.259], [-0.619, -1.424, 0.364], [2.972, 2.003, -6.228], [1.898, -1.957, 4.504], [-5.489, -1.351, 1.878], [0.391, -0.785, -0.803], [-1.853, -1.370, -0.604], [0.354, -0.517, 0.586], [-0.336, 1.718, -0.641], [-0.027, -0.532, 0.695], [0.446, 0.786, -1.040], [-0.953, -0.828, -2.539], [-2.353, -0.034, 0.989], [1.358, -1.637, 0.923], [-0.818, 0.840, 1.022], [0.613, 1.190, 2.200], [1.500, -2.063, 0.313], [0.264, -1.026, -2.138], [-1.058, 2.140, -0.739], [0.841, 1.839, -1.539], [0.201, 1.000, 2.233], [-0.644, -1.233, 1.420], [0.473, -0.160, -2.279], [-1.716, 0.598, 1.686], [-0.790, -1.585, -1.050], [-0.469, 0.918, 2.148], [1.782, 1.357, -0.880], [1.917, -0.330, 1.720], [-1.859, -1.345, 1.269], [-0.477, 1.107, -1.706], [2.113, 0.693, -0.030], [-0.397, 2.192, 1.145], [1.272, -1.234, 0.864], [-1.887, 1.192, -0.678], [0.212, -2.158, 0.987], [-1.632, 0.134, -1.632], [2.041, 0.741, -1.550], [1.503, -0.540, 1.177], [-0.516, -0.200, -0.348], [-0.021, 0.364, 0.583], [0.270, -0.365, -0.110], [-0.421, 0.161, 0.244], [0.383, 0.085, -0.198], [0.061, -0.079, -0.022], [0.194, 0.212, 0.050], [-0.041, -0.102, 0.036], [0.096, 0.005, -0.027], [-0.040, -0.022, 0.099], [0.047, -0.038, -0.138], [-0.024, 0.058, -0.080], [0.059, -0.045, 0.125], [-0.529, -0.278, 0.132], [0.040, 0.607, -0.114], [0.365, -0.307, 0.134], [-0.162, 0.466, 0.205], [0.173, -0.463, -0.320], [0.114, -0.104, 0.076], [-0.004, 0.011, -0.129], [-0.009, -0.012, 0.102], [0.077, -0.037, -0.051], [0.005, 0.106, 0.070], [0.020, -0.123, 0.003], [-0.122, -0.060, -0.028], [0.178, 0.240, -0.019], [-0.192, 0.618, -0.236], [-0.285, -0.566, -0.147], [0.483, -0.017, -0.096], [-0.404, -0.005, -0.335], [0.155, -0.030, 0.391], [0.117, 0.002, 0.015], [-0.057, -0.062, 0.097], [0.056, 0.036, -0.089], [0.055, -0.003, 0.122], [-0.025, -0.074, -0.053], [0.047, 0.142, 0.084], [-0.077, 0.079, 0.044], [0.082, -0.123, 0.008], [0.393, 0.171, 0.472], [0.135, 0.115, -0.712], [-0.001, -0.357, 0.060], [0.143, 0.216, -0.009], [-0.401, -0.021, 0.066], [-0.025, -0.111, 0.029], [-0.073, 0.091, -0.093], [0.018, -0.063, 0.038], [-0.154, -0.022, 0.114], [0.072, -0.014, -0.096], [-0.048, -0.010, 0.146], [-0.003, 0.093, 0.064], [-0.074, -0.105, -0.077]], "lowdin_charge": [-0.06, -0.31, -0.06, -0.05, -0.23, -0.22, -0.24, -0.21, -0.34, -0.21, -0.20, -0.24, -0.24, 0.51, -0.44, -0.41, 0.30, -0.27, -0.21, -0.33, -0.08, -0.15, 0.09, 0.08, 0.08, 0.12, 0.13, 0.12, 0.11, 0.11, 0.10, 0.10, 0.07, 0.11, 0.11, 0.10, 0.11, 0.10, 0.12, 0.12, 0.11, 0.11, 0.12, 0.11, 0.15, 0.08, 0.08, 0.08, 0.09, -0.19, -0.18, -0.20, -0.15, -0.19, 0.12, 0.10, 0.11, 0.11, 0.12, 0.12, 0.12, 0.12, -0.20, -0.19, -0.22, -0.14, -0.22, 0.11, 0.11, 0.11, 0.11, 0.11, 0.11, 0.12, 0.10, -0.18, -0.18, -0.19, -0.16, -0.21, 0.11, 0.12, 0.12, 0.12, 0.12, 0.12, 0.12, 0.12, -0.18, -0.18, -0.20, -0.15, -0.21, 0.12, 0.08, 0.12, 0.09, 0.11, 0.12, 0.11, 0.11]}

---

2.
{"formula": "C30H59N4O3P2S3", "method": "ωB97M-V/def2-TZVPD", "homo_energy_ev": -10.532, "orbital_gap_ha": 0.24631, "total_charge": 1, "species": ["C", "C", "P", "C", "C", "C", "N", "C", "C", "C", "C", "C", "C", "N", "C", "P", "S", "C", "C", "N", "C", "C", "C", "S", "C", "S", "N", "C", "C", "O", "C", "C", "H", "H", "H", "H", "H", "H", "H", "H", "H", "H", "H", "H", "H", "H", "H", "H", "H", "H", "H", "H", "H", "H", "H", "H", "H", "H", "H", "H", "H", "H", "H", "H", "H", "H", "H", "H", "H", "H", "H", "C", "C", "O", "C", "C", "H", "H", "H", "H", "H", "H", "H", "H", "H", "H", "C", "C", "O", "C", "C", "H", "H", "H", "H", "H", "H", "H", "H", "H", "H"], "positions_angstrom": [[2.1069, 4.0006, 4.2422], [1.1039, 3.4874, 3.1830], [-0.1296, 2.2069, 3.8297], [0.4245, 1.6156, 5.4938], [-0.1234, 0.7954, 2.5785], [-1.1771, 0.9100, 1.6979], [-2.0954, 1.9816, 1.7705], [-1.9368, 2.9044, 0.8949], [-0.6967, 3.1575, 0.0515], [-3.0966, 3.8762, 0.7120], [-1.3911, -0.0442, 0.6619], [-2.5369, 0.0666, -0.3089], [-3.9547, 0.2859, 0.3359], [-4.2734, -0.5555, 1.4665], [-0.4275, -1.0615, 0.6020], [-0.6447, -2.3152, -0.7284], [0.2387, -1.6882, -2.3364], [0.6393, -1.1241, 1.4885], [1.6243, -2.2546, 1.2589], [0.7783, -0.2287, 2.4757], [1.8854, -0.3504, 3.4308], [2.9361, 0.7872, 3.2880], [4.3488, 0.1919, 2.9591], [5.0472, 1.2603, 1.6307], [6.0241, 0.0701, 0.7019], [6.8037, -1.1293, 1.5101], [6.1697, 0.1498, -0.6854], [5.5403, -0.9634, -1.4174], [4.0746, -0.6874, -1.8202], [3.9474, 0.5353, -2.5283], [4.2887, 1.5657, -1.6017], [5.7962, 1.4571, -1.2610], [3.1061, 3.5607, 4.1531], [1.7317, 3.9635, 5.2695], [2.2633, 5.0701, 4.0348], [1.5608, 3.1818, 2.2365], [0.4569, 4.3416, 2.9366], [-0.0544, 0.6810, 5.8068], [0.0930, 2.3867, 6.2026], [1.5095, 1.5218, 5.6318], [0.0775, 3.6816, 0.6241], [-0.9867, 3.8609, -0.7426], [-0.3017, 2.2717, -0.4595], [-2.7020, 4.8693, 0.9787], [-3.8678, 3.6228, 1.4447], [-3.4484, 3.8429, -0.3242], [-2.3298, 0.9612, -0.9249], [-2.6125, -0.7641, -1.0120], [-4.0306, 1.3501, 0.5685], [-4.6921, 0.1221, -0.4628], [-4.3980, -1.5247, 1.2083], [-3.6393, -0.4399, 2.2457], [-2.0136, -2.6250, -0.8975], [-0.0676, -3.5242, -0.2740], [1.7264, -2.4999, 0.1959], [1.3579, -3.1737, 1.8008], [2.6432, -2.0081, 1.5792], [1.5267, -0.4841, 4.4576], [2.4607, -1.2614, 3.2686], [2.6486, 1.3601, 2.4019], [3.0573, 1.3826, 4.1921], [4.2974, -0.8056, 2.5155], [5.0061, 0.2051, 3.8322], [5.5872, -1.9201, -0.8916], [6.0892, -1.1054, -2.3617], [3.4283, -0.7177, -0.9204], [3.7525, -1.4908, -2.4958], [3.6858, 1.3916, -0.6996], [4.1272, 2.5441, -2.0654], [6.3161, 1.5258, -2.2285], [6.1390, 2.2644, -0.6042], [4.6460, -5.3193, -5.7301], [4.0557, -5.4104, -4.3345], [3.6421, -4.1601, -3.8046], [2.6409, -3.4700, -4.5349], [1.3369, -4.2358, -4.6746], [5.4964, -4.6357, -5.7417], [4.9832, -6.3022, -6.0614], [3.9204, -4.9546, -6.4584], [4.8150, -5.7895, -3.6495], [3.2272, -6.1264, -4.3051], [3.0260, -3.1732, -5.5164], [2.4524, -2.5467, -3.9853], [1.4636, -5.1666, -5.2296], [0.5999, -3.6311, -5.2042], [0.9395, -4.4917, -3.6909], [-8.2575, -0.2389, 0.6421], [-7.7789, 1.1665, 0.3256], [-7.3656, 1.3380, -1.0215], [-8.3513, 1.0998, -2.0149], [-9.5677, 2.0012, -1.9021], [-7.4770, -0.9681, 0.4168], [-8.5171, -0.3201, 1.6983], [-9.1398, -0.5108, 0.0614], [-6.9048, 1.3904, 0.9401], [-8.5401, 1.9087, 0.5880], [-8.6453, 0.0445, -2.0104], [-7.8617, 1.2793, -2.9728], [-10.1016, 1.8521, -0.9626], [-10.2644, 1.7988, -2.7161], [-9.2703, 3.0502, -1.9470]], "forces_ev_per_a": [[0.237, 0.745, -0.647], [-0.319, 0.037, 0.540], [-0.666, 0.009, 0.117], [0.821, 0.068, 0.039], [0.574, 0.915, 1.150], [-0.410, 0.222, -0.738], [0.714, -0.395, -0.914], [-0.626, 0.400, 0.302], [-0.671, 0.361, -0.658], [1.069, -0.186, 0.941], [0.575, -0.421, 0.456], [-0.442, 0.740, 0.047], [0.313, 0.084, -0.583], [-0.151, 0.337, -0.201], [-1.644, -0.105, -0.056], [1.042, 0.020, -0.907], [-0.158, 0.090, 0.026], [0.548, -1.394, -0.756], [0.838, 0.030, 0.463], [-0.455, -0.305, -0.294], [1.311, 0.073, 0.957], [0.594, -1.017, -0.467], [-0.169, 0.655, -0.261], [0.099, -0.128, -0.343], [1.003, -1.039, 0.187], [-0.441, -0.024, 0.050], [-1.493, 1.016, 1.214], [-0.096, -0.367, -1.372], [0.443, -0.555, -0.166], [-0.039, 0.087, 0.729], [0.728, -0.250, -0.054], [-0.400, -0.266, -0.716], [-0.354, -0.194, 0.242], [0.118, -0.243, -0.217], [0.011, -0.262, 0.107], [0.145, -0.042, 0.315], [0.023, -0.329, -0.008], [-0.078, 0.191, -0.307], [-0.042, -0.166, -0.256], [-0.231, -0.086, -0.026], [-0.093, -0.370, 0.026], [0.141, -0.201, 0.158], [0.098, 0.077, 0.386], [-0.330, -0.035, -0.444], [-0.049, 0.039, -0.382], [-0.016, 0.171, 0.213], [-0.041, -0.308, 0.033], [0.313, 0.129, 0.207], [-0.231, -0.388, 0.371], [0.165, -0.088, 0.220], [0.113, 0.024, 0.175], [-0.080, -0.116, -0.015], [0.260, 0.010, 0.581], [-0.546, 0.224, 0.312], [-0.188, 0.228, 0.208], [-0.124, 0.275, -0.086], [-0.285, 0.039, -0.137], [-0.363, 0.424, -0.364], [-0.692, -0.038, -0.277], [-0.050, 0.352, 0.489], [-0.477, 0.164, -0.295], [0.114, 0.120, 0.292], [-0.094, -0.243, -0.244], [0.228, 0.390, 0.242], [0.007, 0.118, 0.296], [-0.006, 0.254, -0.233], [0.081, 0.167, 0.211], [-0.018, 0.544, -0.160], [-0.296, -0.237, 0.098], [0.045, 0.152, 0.340], [-0.036, -0.165, -0.162], [-0.055, 0.113, -0.063], [0.020, -0.103, -0.093], [0.053, 0.138, 0.280], [-0.052, -0.027, -0.174], [0.068, -0.189, 0.002], [0.014, -0.035, 0.020], [0.008, 0.012, 0.033], [-0.019, -0.080, -0.012], [-0.038, 0.120, 0.083], [-0.019, 0.012, -0.076], [-0.042, -0.050, -0.035], [0.084, -0.043, 0.054], [0.014, 0.056, -0.077], [0.005, 0.025, 0.048], [-0.021, 0.064, -0.007], [-0.066, -0.054, -0.102], [-0.066, -0.040, 0.070], [0.307, 0.057, -0.019], [-0.147, -0.040, -0.055], [0.010, 0.054, 0.155], [0.022, 0.024, 0.048], [0.039, 0.009, -0.008], [-0.042, 0.033, 0.060], [0.065, 0.024, -0.123], [-0.060, -0.052, -0.016], [-0.063, 0.015, 0.036], [0.127, 0.016, 0.085], [-0.049, -0.061, -0.047], [0.032, 0.004, -0.010], [-0.002, -0.016, -0.048]], "lowdin_charge": [-0.14, -0.40, 1.05, -0.30, -0.22, -0.25, 0.09, -0.37, 0.00, -0.02, -0.13, -0.13, -0.25, 0.03, -0.26, 0.42, 0.25, -0.20, -0.03, 0.01, -0.11, -0.22, -0.44, 0.90, -1.05, 0.70, -0.18, -0.14, -0.19, -0.13, -0.20, -0.16, 0.06, 0.07, 0.08, 0.06, 0.06, 0.05, 0.04, 0.03, 0.07, 0.09, 0.09, 0.09, 0.09, 0.10, 0.13, 0.06, 0.08, 0.12, 0.07, 0.06, 0.00, 0.00, 0.05, 0.11, 0.07, 0.12, 0.10, 0.07, 0.09, 0.03, 0.08, 0.10, 0.14, 0.11, 0.11, 0.08, 0.13, 0.14, 0.11, -0.08, -0.28, -0.17, -0.30, -0.10, 0.08, 0.08, 0.07, 0.12, 0.11, 0.11, 0.06, 0.07, 0.08, 0.06, -0.08, -0.28, -0.18, -0.28, -0.08, 0.07, 0.08, 0.07, 0.11, 0.11, 0.11, 0.12, 0.07, 0.08, 0.08]}